No. 1
Density functional theory data (ωB97M-V with the def2-TZVPD basis set) for 16 unconnected molecules or ions with the total composition C48H128O16.

```
192
Properties=species:S:1:pos:R:3
C -3.698 -1.419 1.198
C -3.444 -0.103 1.878
C -3.206 -0.117 3.363
O -2.400 0.595 1.195
H -2.866 -1.888 0.673
H -4.435 -1.294 0.404
H -3.957 -2.217 1.893
H -4.367 0.446 1.691
H -2.387 -0.803 3.578
H -4.145 -0.341 3.869
H -2.758 0.815 3.708
H -1.654 -0.004 1.115
C -2.862 2.473 -3.704
C -4.298 2.769 -3.863
C -4.772 2.235 -5.212
O -4.952 2.073 -2.871
H -2.585 2.858 -2.723
H -2.432 2.926 -4.598
H -2.694 1.398 -3.762
H -4.464 3.834 -3.695
H -4.368 2.864 -6.005
H -5.857 2.146 -5.166
H -4.466 1.189 -5.186
H -4.550 2.427 -2.074
C -1.991 4.086 -0.036
C -3.549 3.907 0.025
C -4.359 4.877 -0.823
O -3.716 2.598 -0.310
H -1.619 3.999 -1.057
H -1.518 3.365 0.630
H -1.817 5.093 0.343
H -3.895 4.005 1.054
H -5.417 4.620 -0.850
H -4.017 4.928 -1.857
H -4.427 5.882 -0.408
H -3.110 2.002 0.136
C 2.868 4.071 8.306
C 2.530 2.956 7.341
C 1.013 2.968 7.048
O 3.269 3.086 6.164
H 2.633 3.881 9.353
H 2.364 5.013 8.093
H 3.930 4.299 8.213
H 2.804 1.980 7.742
H 0.393 2.737 7.914
H 0.763 2.185 6.332
H 0.741 3.966 6.706
H 3.290 3.977 5.807
C 6.790 1.866 3.127
C 5.410 2.288 3.717
C 4.322 2.083 2.606
O 5.103 1.541 4.944
H 6.958 2.540 2.287
H 6.667 0.836 2.793
H 7.579 1.919 3.876
H 5.460 3.317 4.073
H 4.119 1.014 2.535
H 4.779 2.286 1.637
H 3.429 2.677 2.796
H 4.473 2.090 5.417
C -0.955 -2.203 6.049
C -0.221 -1.371 7.132
C -1.269 -0.808 8.111
O 0.758 -2.085 7.912
H -1.068 -3.214 6.439
H -0.459 -2.213 5.078
H -1.906 -1.693 5.895
H 0.262 -0.515 6.659
H -1.595 -1.677 8.683
H -2.113 -0.309 7.635
H -0.748 -0.164 8.819
H 0.285 -2.793 8.356
C 6.627 5.437 -1.990
C 5.403 4.900 -1.234
C 4.996 5.638 0.008
O 4.327 4.986 -2.071
H 7.528 5.427 -1.376
H 6.536 6.405 -2.484
H 6.795 4.818 -2.871
H 5.513 3.845 -0.981
H 4.657 6.635 -0.270
H 5.834 5.763 0.694
H 4.346 5.071 0.675
H 3.877 4.143 -1.978
C 2.624 -1.010 3.783
C 3.852 -1.707 4.446
C 4.012 -3.181 4.111
O 4.996 -1.069 4.006
H 2.718 -0.873 2.706
H 2.298 -0.045 4.171
H 1.756 -1.648 3.948
H 3.790 -1.688 5.534
H 4.095 -3.422 3.051
H 3.061 -3.613 4.423
H 4.733 -3.679 4.760
H 4.912 -0.173 4.343
C 0.404 0.981 -5.808
C 1.236 1.250 -7.071
C 0.491 1.038 -8.402
O 1.667 2.595 -7.199
H 0.995 1.125 -4.904
H -0.054 -0.001 -5.926
H -0.412 1.702 -5.764
H 2.053 0.535 -6.974
H 0.202 -0.012 -8.352
H 1.132 1.035 -9.284
H -0.432 1.584 -8.598
H 2.598 2.516 -7.423
C -0.026 4.617 3.403
C -0.418 6.068 3.571
C -1.172 6.483 4.851
O 0.830 6.722 3.628
H -0.941 4.032 3.496
H 0.619 4.341 4.237
H 0.510 4.452 2.468
H -0.882 6.249 2.601
H -0.529 6.163 5.671
H -2.139 5.981 4.894
H -1.335 7.559 4.909
H 0.615 7.601 3.309
C -0.048 -4.200 2.769
C 0.818 -3.796 1.630
C 1.898 -4.808 1.286
O -0.047 -3.466 0.497
H -0.366 -5.206 2.495
H -0.917 -3.556 2.902
H 0.491 -4.380 3.699
H 1.288 -2.867 1.953
H 2.634 -4.951 2.076
H 2.471 -4.509 0.409
H 1.489 -5.772 0.981
H -0.259 -4.309 0.089
C -2.299 -3.839 -3.171
C -1.870 -4.588 -1.822
C -2.507 -5.969 -1.553
O -0.569 -4.884 -1.949
H -2.028 -4.190 -4.167
H -2.004 -2.794 -3.079
H -3.360 -3.714 -3.388
H -2.092 -4.002 -0.930
H -2.228 -6.375 -0.581
H -2.278 -6.603 -2.409
H -3.591 -6.029 -1.651
H -0.391 -5.406 -2.735
C 0.584 -0.456 -1.269
C 1.027 -0.424 0.173
C 1.329 1.028 0.502
O -0.054 -0.929 0.917
H -0.301 0.169 -1.383
H 0.428 -1.496 -1.557
H 1.340 -0.040 -1.935
H 1.840 -1.139 0.295
H 0.582 1.703 0.085
H 2.290 1.387 0.133
H 1.369 1.131 1.586
H -0.130 -1.873 0.758
C 2.028 -5.430 -3.967
C 1.023 -6.589 -4.334
C 1.042 -7.719 -3.211
O -0.216 -6.019 -4.401
H 2.026 -4.527 -4.576
H 3.006 -5.893 -3.836
H 1.778 -4.986 -3.003
H 1.203 -7.043 -5.308
H 0.320 -8.495 -3.466
H 0.674 -7.304 -2.272
H 2.021 -8.053 -2.868
H -0.808 -6.730 -4.657
C -5.724 -2.424 -4.832
C -5.815 -1.501 -3.535
C -4.424 -1.149 -2.958
O -6.651 -0.311 -3.676
H -5.178 -1.945 -5.645
H -6.677 -2.858 -5.135
H -5.188 -3.352 -4.638
H -6.354 -2.153 -2.848
H -3.730 -0.971 -3.779
H -3.985 -1.804 -2.206
H -4.498 -0.189 -2.446
H -6.083 0.463 -3.679
C 0.010 -3.091 -6.528
C -1.332 -3.443 -7.199
C -2.411 -2.286 -7.093
O -1.196 -3.578 -8.586
H -0.167 -3.049 -5.453
H 0.431 -2.137 -6.847
H 0.703 -3.923 -6.652
H -1.675 -4.408 -6.826
H -2.233 -1.619 -7.937
H -2.280 -1.792 -6.130
H -3.459 -2.580 -7.147
H -0.624 -4.294 -8.869
```

Output
Energy above the lowest of the compared OMol25 structures with the same formula, charge and spin   149.5 kcal/mol
HOMO level   -9.413 eV
E_LUMO   0.26 eV

Results of the Löwdin charge analysis, in e, for atoms 1 through 6: C -0.037; C -0.477; C -0.045; O -0.072; H 0.066; H 0.076



No. 2
Density functional theory data (ωB97M-V with the def2-TZVPD basis set) for 14 unconnected molecules or ions with the total composition C48H136N12O14.

```
210
Properties=species:S:1:pos:R:3
O -3.835 0.004 2.628
H -3.798 -0.795 2.102
H -4.728 0.327 2.512
O -0.626 4.079 4.006
H -0.839 3.245 3.586
H -0.121 3.835 4.782
C 2.546 2.453 -5.789
C 1.367 1.556 -5.616
C -0.015 2.199 -5.703
O -0.397 2.790 -4.474
C -1.734 3.465 -4.495
N 1.431 0.513 -6.629
H 3.027 2.683 -6.740
H 3.321 1.955 -5.207
H 2.453 3.390 -5.239
H 1.566 1.042 -4.676
H -0.761 1.414 -5.831
H -0.099 2.853 -6.570
H -2.038 4.088 -3.654
H -2.581 2.857 -4.815
H -1.756 4.229 -5.272
H 0.553 0.025 -6.743
H 2.189 -0.103 -6.371
C 0.536 5.569 -1.618
C -0.357 5.493 -0.426
C 0.315 5.130 0.886
O 1.248 6.121 1.263
C 2.098 5.675 2.355
N -1.257 6.602 -0.221
H -0.001 5.875 -2.516
H 1.045 4.612 -1.738
H 1.402 6.224 -1.527
H -0.995 4.640 -0.659
H 0.750 4.151 0.684
H -0.363 4.987 1.727
H 1.476 5.382 3.201
H 2.717 6.458 2.794
H 2.769 4.857 2.093
H -0.824 7.363 -0.724
H -0.999 6.831 0.728
C -3.016 -1.716 -0.761
C -3.947 -2.718 -0.172
C -3.556 -4.199 -0.547
O -2.288 -4.592 0.037
C -1.940 -5.950 -0.080
N -3.967 -2.550 1.274
H -3.527 -0.775 -0.962
H -2.838 -2.076 -1.774
H -2.139 -1.589 -0.126
H -4.963 -2.624 -0.558
H -3.494 -4.367 -1.622
H -4.338 -4.849 -0.156
H -2.769 -6.600 0.203
H -1.086 -6.237 0.533
H -1.655 -6.185 -1.106
H -3.130 -2.909 1.710
H -4.638 -3.201 1.658
C -0.104 -0.466 1.954
C -0.116 1.060 1.742
C -0.760 1.534 0.447
O 0.154 1.087 -0.579
C -0.310 1.054 -1.912
N -0.835 1.606 2.844
H -1.049 -0.994 1.827
H 0.292 -0.646 2.953
H 0.560 -0.946 1.235
H 0.906 1.440 1.757
H -0.884 2.614 0.366
H -1.756 1.109 0.322
H -0.924 0.163 -2.042
H 0.495 1.102 -2.645
H -0.912 1.942 -2.102
H -1.795 1.387 2.622
H -0.638 1.091 3.691
C -3.113 1.947 5.824
C -4.627 2.067 5.986
C -5.136 1.373 7.281
O -5.000 -0.003 7.120
C -5.329 -0.813 8.289
N -4.926 3.485 5.937
H -2.573 2.286 6.708
H -2.694 2.588 5.048
H -2.852 0.903 5.647
H -5.153 1.658 5.123
H -6.120 1.681 7.633
H -4.530 1.490 8.179
H -4.751 -0.534 9.171
H -5.093 -1.874 8.208
H -6.406 -0.732 8.436
H -4.611 3.850 5.050
H -5.919 3.606 6.079
C 6.786 2.863 0.144
C 5.321 2.566 -0.145
C 5.209 2.066 -1.639
O 3.894 2.088 -1.997
C 3.229 3.333 -2.292
N 4.964 1.514 0.810
H 6.973 2.972 1.212
H 7.008 3.813 -0.342
H 7.435 2.104 -0.293
H 4.693 3.442 0.017
H 5.494 1.017 -1.717
H 5.840 2.618 -2.335
H 3.751 3.950 -3.024
H 3.076 3.787 -1.313
H 2.310 2.949 -2.735
H 4.108 1.097 0.474
H 5.615 0.755 0.669
C -0.896 -0.914 -9.219
C -1.082 -2.338 -8.664
C -1.849 -2.374 -7.291
O -1.208 -1.612 -6.271
C -2.107 -1.352 -5.175
N -1.644 -3.155 -9.758
H -0.427 -0.261 -8.483
H -1.897 -0.533 -9.420
H -0.304 -0.974 -10.133
H -0.062 -2.682 -8.497
H -2.019 -3.387 -6.926
H -2.793 -1.876 -7.510
H -2.412 -2.201 -4.563
H -3.047 -0.972 -5.575
H -1.615 -0.639 -4.514
H -2.627 -2.953 -9.872
H -1.218 -2.758 -10.584
C 2.236 -5.872 4.139
C 2.055 -4.654 3.274
C 1.505 -3.385 3.900
O 0.265 -3.611 4.576
C -0.846 -3.771 3.829
N 3.305 -4.299 2.666
H 1.313 -6.134 4.655
H 2.788 -5.608 5.042
H 2.725 -6.706 3.636
H 1.346 -4.909 2.486
H 1.365 -2.582 3.176
H 2.265 -3.054 4.607
H -1.106 -2.830 3.344
H -1.777 -3.924 4.373
H -0.803 -4.616 3.141
H 3.934 -4.096 3.430
H 3.100 -3.473 2.122
C -1.404 0.836 9.671
C -0.003 0.661 9.059
C -0.037 0.464 7.553
O 1.289 0.245 6.975
C 1.213 0.188 5.551
N 0.795 1.813 9.450
H -1.904 1.732 9.302
H -1.515 0.953 10.749
H -2.029 0.007 9.337
H 0.260 -0.321 9.453
H -0.434 1.392 7.141
H -0.712 -0.351 7.292
H 0.443 -0.477 5.161
H 2.224 -0.120 5.281
H 1.056 1.153 5.069
H 1.750 1.845 9.122
H 0.933 1.797 10.451
C -5.824 2.639 1.857
C -6.408 1.453 1.105
C -5.620 1.051 -0.152
O -5.368 2.075 -1.148
C -4.349 1.674 -2.058
N -6.500 0.240 1.911
H -5.941 3.446 1.133
H -4.820 2.521 2.263
H -6.486 2.876 2.690
H -7.432 1.736 0.863
H -6.161 0.231 -0.623
H -4.653 0.672 0.181
H -4.603 0.697 -2.468
H -3.332 1.820 -1.694
H -4.354 2.347 -2.916
H -6.789 -0.581 1.398
H -7.187 0.414 2.630
C 4.846 -2.637 -6.601
C 4.998 -1.216 -5.996
C 4.767 -1.133 -4.520
O 3.431 -1.461 -4.309
C 2.828 -0.917 -3.136
N 6.341 -0.733 -6.369
H 4.833 -2.597 -7.690
H 3.992 -3.119 -6.125
H 5.732 -3.219 -6.348
H 4.319 -0.520 -6.488
H 4.949 -0.112 -4.187
H 5.425 -1.816 -3.983
H 3.415 -1.288 -2.297
H 1.785 -1.208 -3.009
H 2.948 0.165 -3.190
H 6.997 -1.353 -5.915
H 6.556 0.157 -5.944
C 5.530 -4.362 -3.420
C 5.069 -4.042 -1.993
C 3.560 -4.225 -1.837
O 3.203 -3.751 -0.559
C 1.848 -3.468 -0.371
N 5.729 -4.862 -1.007
H 4.844 -3.965 -4.167
H 5.534 -5.438 -3.594
H 6.480 -3.909 -3.705
H 5.389 -3.079 -1.595
H 3.219 -5.259 -1.785
H 3.058 -3.711 -2.657
H 1.512 -2.521 -0.794
H 1.685 -3.240 0.683
H 1.150 -4.222 -0.732
H 5.627 -5.863 -1.088
H 5.240 -4.672 -0.144
```

Output
Energy above the lowest of the compared OMol25 structures with the same formula, charge and spin   55.9 kcal/mol
HOMO level   -8.877 eV
E_LUMO   0.22 eV

Results of the Löwdin charge analysis, in e, for atoms 1 through 6: O -0.087; H -0.038; H -0.042; O -0.080; H -0.048; H 0.025



Question: The highest E_LUMO belongs to which entry?
Answer: C48H128O16